Entry 1:
30
Properties=species:S:1:pos:R:3:forces:R:3:mulliken_charge:R:1 method="wB97M-V/def2-TZVPD" fmax_ev_per_a=2.53 energy_ev=-14776.9322 e_above_lowest_kj_mol=80.4 e_lumo_ev=0.9 smiles=Cc1ccccc1.Cc1ccccc1
C -1.0087 2.6579 -2.7652 -1.60 -1.16 0.20 -0.5478
C -0.7473 0.2964 -2.2052 2.31 -0.93 0.45 0.7148
C 0.5954 0.5917 -1.8992 1.15 0.60 0.16 -0.1563
H 2.8604 -1.9886 3.3441 0.64 0.61 -0.05 0.3555
H -0.8470 0.6461 1.3914 -0.31 0.19 0.54 0.3573
C 2.1566 0.0632 2.8663 -0.05 0.78 1.10 -0.4331
H -2.2013 -1.9867 2.4123 0.42 0.12 0.54 0.3491
C 1.1054 1.8699 -1.9753 -1.03 1.17 -0.76 -0.5832
H -1.8705 -1.6638 0.7894 0.19 0.28 0.18 0.2495
H 3.0316 0.6228 3.1757 -0.04 -0.04 0.09 0.3865
H -2.2139 -1.1795 -2.2156 0.08 -0.67 0.07 0.3687
H -0.8454 -1.6123 -1.1294 -0.19 0.39 0.30 0.1338
C 0.2647 2.9352 -2.3905 1.19 -0.35 0.55 -0.4001
H 0.9799 1.8390 2.4355 0.36 0.03 0.18 0.3498
H 2.1333 2.1751 -1.8277 0.13 -0.64 0.40 0.3834
H -1.7645 3.3636 -3.0799 0.39 0.49 -0.05 0.3355
C -1.1287 -1.1617 -2.0783 -0.85 0.45 -0.25 -1.2525
C -0.1025 0.1101 1.9678 0.54 -0.53 0.02 -0.2299
H -1.3051 -3.1028 1.4146 0.71 -0.16 0.48 0.3614
C 1.0033 0.7579 2.5054 -0.09 0.29 -1.46 -0.5524
H 1.3371 -0.1442 -1.6017 -0.50 -0.46 0.03 0.3040
C 2.1242 -1.3034 2.9463 -1.39 -1.73 -0.99 -0.4774
C -0.1400 -1.2837 1.9963 0.45 -0.94 0.73 0.7806
H 0.9774 -3.0616 2.4520 -0.12 -0.12 0.15 0.3322
H -0.6293 -1.8198 -2.7931 -0.18 0.36 -0.41 0.3180
C 0.9808 -1.9819 2.4586 0.24 1.05 0.42 -0.4059
C -1.3791 -2.0540 1.6989 -1.59 0.16 -1.93 -1.4004
C -1.5080 1.3342 -2.6520 -0.67 0.58 -0.25 -0.3159
H -2.5492 1.1513 -2.9026 0.04 0.05 -0.08 0.3061
H 0.6906 3.9296 -2.3389 -0.25 0.11 -0.34 0.3689

=====

Entry 2:
85
Properties=species:S:1:pos:R:3:forces:R:3:mulliken_charge:R:1 method="wB97M-V/def2-TZVPD" fmax_ev_per_a=4.77 energy_ev=-135622.7975 e_lumo_ev=-0.5 smiles="CN(C)C(=O)CC1=C(P(O)Br)C(=O)OC1=O.CC#N.CC#N.CC#N.CC#N.CC#N.CC#N.CC#N.CC#N.CC#N.CC#N"
C 2.5066 -4.6288 -4.7849 0.13 -0.11 0.23 -0.7138
C 4.6316 1.7441 -2.0340 -0.02 0.11 0.05 0.4225
H 4.3373 -1.8809 -1.2197 -0.59 0.09 -0.23 0.3851
C -1.0353 -1.5432 -0.4233 1.09 -0.70 -0.39 0.4151
C 8.4777 1.1503 0.4679 0.14 -0.03 0.05 0.4471
N -4.5458 0.6548 0.6457 -3.17 3.18 1.18 -0.4189
H -7.2796 5.1656 4.0236 0.03 -0.08 0.00 0.2388
H 9.9473 3.5171 -2.8973 -0.03 -0.01 -0.01 0.2676
H -6.2362 -5.7317 -1.6607 0.04 0.01 -0.01 0.2778
C -4.3415 -5.8711 -2.5629 -0.05 -0.03 0.09 0.3992
C -5.0353 1.6351 1.0147 0.39 0.45 -0.29 0.7348
H 4.2434 -3.4293 0.7597 -0.48 -0.23 -0.38 0.3146
H -5.0998 3.7433 1.0235 -0.03 -0.13 -0.08 0.3732
C -7.1869 0.8096 3.4956 -0.02 0.01 0.03 0.3109
H 2.7876 -2.2577 -2.0756 0.25 0.29 0.26 0.1913
C 5.4686 2.3143 -0.9699 -0.57 0.00 -0.17 -0.6030
H -8.6581 0.7982 5.0044 0.00 -0.02 -0.04 0.2787
O -3.1593 -0.7335 0.0356 2.82 -2.23 0.43 -0.1262
C 2.2160 4.4889 -1.7212 0.02 -0.05 -0.07 0.3707
H 4.8375 2.8174 -0.2365 -0.09 0.02 -0.10 0.3639
O -1.4301 0.7970 0.2811 -0.52 -0.47 -0.19 -0.5121
N 2.7421 -2.1564 0.0861 -1.52 -0.21 -1.62 0.0421
H -1.4659 -4.4857 -2.7631 0.13 -0.29 0.09 0.3620
H 1.5512 3.7610 -3.5804 0.04 -0.01 0.03 0.2589
C -1.8302 -0.2917 0.0259 0.44 -1.57 -1.19 0.0582
H 1.4790 5.5248 -3.3994 0.01 -0.01 0.03 0.3356
H -5.6068 -7.3823 -1.8286 0.03 0.02 -0.02 0.3053
C 0.4213 -1.5091 -0.9282 -0.74 0.98 1.09 -0.5295
N -6.6004 1.3525 2.6641 -2.46 -3.07 2.68 -0.3138
C -4.2128 3.8659 4.6143 0.08 0.00 0.08 0.4746
C -3.1121 -2.0827 0.3006 1.05 -2.05 -0.62 0.2861
H -4.2761 2.1032 5.7641 0.01 0.01 -0.04 0.2148
C 9.1705 3.4923 -4.8557 0.05 -0.04 0.06 0.2527
N 8.9933 3.9985 -5.8727 0.04 -0.13 0.27 -0.3652
Br 0.0183 -5.2968 0.8087 0.07 0.60 -0.48 -0.2286
O -0.7285 -4.4346 -2.1251 0.01 0.65 0.96 -0.4540
C 1.3428 -1.9894 0.2310 0.17 -0.07 1.25 0.5318
H -4.9364 -6.2977 -0.5931 0.05 0.05 -0.04 0.2632
N 3.9730 1.2988 -2.8659 0.16 0.15 0.20 -0.5078
H -8.4630 -0.7366 4.1365 0.02 0.02 -0.01 0.3165
H 6.0260 1.5264 -0.4788 -0.05 -0.02 -0.09 -0.0037
H 1.4488 -4.6009 -4.5259 0.03 -0.02 0.03 0.1644
H 0.6355 -0.4305 -1.0908 0.21 -0.66 -0.32 0.4913
H -5.5458 2.9903 2.5497 0.28 0.37 -0.10 -0.0962
H -3.1745 3.3540 6.3727 -0.01 0.01 -0.03 0.3480
N -9.5571 3.6725 2.4157 0.16 0.07 0.25 -0.4385
C -8.9109 4.0529 3.2875 0.05 0.02 0.06 0.3569
C 3.1902 -3.5185 0.4162 1.02 -0.15 0.64 -0.9219
C -8.0857 4.5394 4.4027 -0.22 -0.02 -0.25 -0.6661
H 2.6427 -3.9558 1.2668 -0.01 0.45 -0.53 0.3431
C -1.7910 -2.6508 -0.2787 0.66 1.99 0.41 0.2120
C -7.9348 0.1179 4.5559 0.16 0.19 -0.22 -1.0172
C 3.2423 -1.7084 -1.2278 0.64 0.17 0.64 -0.8631
H 3.0831 -0.6178 -1.2915 0.00 -0.61 -0.34 0.2540
H 3.1468 -4.2012 -0.4604 -0.03 0.37 0.45 0.2682
H 9.2569 1.1763 2.4230 -0.02 0.00 -0.03 0.2766
C 8.7063 0.5035 1.7678 -0.07 0.13 -0.26 -0.8171
O 0.8512 -2.1883 1.3255 -0.03 -0.01 -0.57 -0.5403
N 3.8653 -5.7061 -2.8214 -0.13 0.16 -0.20 -0.4450
H -8.6978 5.1226 5.0894 -0.02 -0.03 -0.03 0.3606
H 2.8569 -3.6133 -4.9648 0.01 -0.02 0.01 0.2718
H 7.7519 0.2566 2.2307 0.01 0.01 -0.02 0.3018
C -5.3423 -6.3505 -1.6025 0.17 0.08 -0.17 -0.7678
C -3.5593 2.8707 5.4761 -0.10 0.21 -0.19 -0.8063
H 6.1670 3.0331 -1.3919 0.02 -0.06 0.01 0.3014
H 0.5022 -2.1007 -1.8540 0.16 0.29 0.39 0.3355
H 9.9726 1.9312 -3.6901 -0.03 0.01 0.00 0.2674
H -7.6548 3.6952 4.9392 0.03 0.02 -0.05 0.1606
H 3.0413 4.7199 -3.6441 -0.02 -0.03 0.02 0.2560
H -2.7342 2.4038 4.9403 -0.04 0.01 -0.02 0.2629
N -4.7244 4.6395 3.9343 0.17 -0.11 0.41 -0.4691
C 2.0623 4.6329 -3.1759 -0.01 -0.01 0.29 -0.7653
H 9.2820 -0.4101 1.6292 -0.02 0.02 -0.02 0.2732
N 2.3424 4.3698 -0.5844 0.04 0.03 -0.31 -0.4438
H -6.6794 2.9530 1.2050 0.05 0.06 -0.09 0.3169
C -5.6340 2.8990 1.4872 1.66 1.72 -2.07 -0.7445
O -3.9002 -2.7471 0.9070 -0.28 1.04 -0.40 -0.5396
H -7.2481 -0.2313 5.3258 -0.01 -0.01 -0.04 0.2910
P -1.4728 -4.4404 -0.6242 -1.71 -0.70 -0.59 0.0659
N -3.5538 -5.4958 -3.3105 -0.03 0.03 0.19 -0.4536
H 8.4445 2.5985 -3.0906 0.05 -0.02 0.02 0.0399
C 9.3972 2.8453 -3.5541 -0.09 0.17 -0.35 -0.4577
C 3.2717 -5.2331 -3.6849 -0.07 0.03 -0.04 0.4135
N 8.2990 1.6561 -0.5493 0.40 -0.22 0.37 -0.4304
H 2.6364 -5.2164 -5.6922 0.01 0.01 0.03 0.3345

=====

Entry 3:
20
Properties=species:S:1:pos:R:3:forces:R:3:mulliken_charge:R:1 method="wB97M-V/def2-TZVPD" fmax_ev_per_a=3.53 energy_ev=-9212.3894 charge=-1 e_above_lowest_kj_mol=0.0 e_lumo_ev="3.6 / 3.4"
C -0.3570 -1.0592 1.0421 0.14 -0.24 -1.31 -0.2326
H -1.3845 -2.9415 1.5493 0.00 -0.22 0.25 0.4033
C -0.6929 -2.3675 0.9712 0.51 0.02 -0.44 -0.7181
N 1.3325 2.0415 0.3931 -0.74 -0.73 -0.08 -0.3479
Be 1.5488 0.4418 -0.1982 1.00 -0.42 1.05 -1.3096
N 0.0231 -2.9104 -0.1208 -1.78 -2.72 1.37 -0.0211
H 2.1633 2.4967 0.7689 0.23 0.01 -0.04 -0.1050
H 0.0810 -3.8899 -0.3984 -0.17 0.75 0.44 0.2400
H 1.2916 -2.0247 -1.6199 -0.17 0.02 0.39 0.4251
H -1.8349 2.7794 -1.0831 0.12 -0.23 0.11 0.4765
H -0.6554 -0.3001 1.7559 0.00 -0.19 -0.20 0.3179
C 0.6974 -1.9170 -0.7200 1.30 0.38 -2.45 -0.8838
H 2.8599 -0.0093 -0.1105 0.12 0.24 -0.59 -0.1829
H 0.9167 2.6651 -0.2972 -0.02 0.38 -0.08 0.1413
H 0.6519 1.9673 1.1627 -0.01 0.36 0.12 0.5769
N 0.5040 -0.7713 -0.0386 -0.24 2.34 1.62 0.7326
H -2.7085 1.2365 -1.1587 0.14 0.04 0.07 0.2873
H -0.9438 1.2406 -1.3422 -0.09 0.09 0.29 0.0979
H -1.7134 1.6062 0.2659 0.18 -0.01 -0.26 0.2186
C -1.7800 1.7156 -0.8215 -0.54 0.12 -0.28 -1.1163

=====

Entry 4:
15
Properties=species:S:1:pos:R:3:forces:R:3:mulliken_charge:R:1 method="wB97M-V/def2-TZVPD" fmax_ev_per_a=5.08 energy_ev=-19099.7896 e_above_lowest_kj_mol=454.7 e_lumo_ev=0.8
H -2.3917 0.0679 2.4577 0.10 0.54 -1.55 0.3017
N -2.7140 -1.1324 0.9041 2.99 0.65 -1.35 -0.2838
H 0.6458 -1.5135 0.0113 -0.92 2.34 0.58 0.3536
H 2.1322 0.6873 0.6472 1.24 0.60 2.53 0.3905
H 0.8782 2.2393 -0.5531 0.48 -1.10 -1.20 0.2330
C -2.0607 -0.1315 1.3917 -0.28 -1.08 1.53 -0.0352
H 2.4003 -0.2301 -0.8361 0.49 -0.28 0.30 0.3503
N 1.3843 1.5385 -1.1765 1.19 2.42 1.55 -0.6634
O -1.8903 -1.5425 -0.2921 -2.86 -3.89 0.46 -0.4220
H 2.2232 2.1597 -1.4602 -1.26 -1.76 0.70 0.2506
S -0.5283 0.6982 0.9315 -1.60 -1.07 1.15 -0.1646
C 1.7277 0.3606 -0.2295 -0.51 1.26 -4.90 -0.6527
H -0.0731 -0.2520 -1.2240 1.42 -0.60 2.57 0.2830
H -2.1814 -2.5821 -0.4332 0.87 4.11 0.57 0.3251
C 0.4479 -0.3674 -0.1387 -1.36 -2.13 -2.95 -0.2660

=====

Entry 5:
4
Properties=species:S:1:pos:R:3:forces:R:3:mulliken_charge:R:1 method="wB97M-V/def2-TZVPD" fmax_ev_per_a=3.38 energy_ev=-26548.7865 e_above_lowest_kj_mol=27.5 e_lumo_ev=-0.3 smiles=ClNCl
Cl -1.1262 -1.8242 -0.0994 0.37 0.17 -0.01 -0.0342
H -0.1831 0.2154 0.0715 1.80 -2.85 -0.18 0.3326
N 0.2730 -0.8076 0.2089 -1.17 2.12 -0.41 -0.2691
Cl 1.5334 -1.1236 -1.0170 -0.99 0.57 0.60 -0.0293

=====

Entry 6:
77
Properties=species:S:1:pos:R:3:forces:R:3:mulliken_charge:R:1 method="wB97M-V/def2-TZVPD" s_squared=8.77 fmax_ev_per_a=3.31 energy_ev=-89111.7312 charge=+1 multiplicity=6 e_lumo_ev="-4.4 / -7.4"
C -5.0129 -1.3000 -1.0523 0.01 -0.57 -0.22 0.3930
H 5.1638 1.7981 -1.2089 -0.01 0.22 -0.07 0.4550
H 1.2345 0.1465 -0.2391 0.16 0.25 0.15 0.0108
H 1.1470 -1.8789 -3.8052 -0.64 0.18 0.33 0.2940
C 4.2797 2.8507 0.5156 1.43 0.04 -0.83 -0.7841
H 0.2901 -1.9487 1.2363 -0.07 0.11 0.56 -0.6041
H 0.3945 1.6896 0.0174 0.03 0.01 0.00 0.5843
C 0.2953 -3.0108 1.4963 -0.03 0.11 -1.17 0.9154
C 3.0118 2.8892 1.3448 0.30 -0.09 0.40 0.8901
C -4.1212 -1.3813 -3.9164 -0.08 0.23 -0.65 -1.0802
C -1.0390 -3.4633 2.1236 1.19 0.17 0.30 -0.6093
C 2.9966 3.9340 2.3691 0.18 0.07 -0.39 -0.1130
N -2.4055 2.3110 1.6898 -1.41 -0.33 -0.10 -0.5343
N -3.0286 -3.2828 0.4608 -0.37 0.34 -0.50 -0.4313
H -6.4272 -2.7083 -1.6492 -0.03 0.20 0.20 0.4008
C 0.3424 0.6128 0.1913 0.56 0.04 -0.86 -1.0880
H 0.5232 3.1554 2.3792 -0.29 -0.34 -0.25 -0.8587
C -0.4135 3.6172 2.7131 0.71 -0.18 -0.30 0.6928
H 4.5149 3.7622 -0.0402 -0.48 0.38 0.43 0.4023
H -4.7730 -3.2331 -1.6996 0.21 0.22 0.25 0.3048
H 0.3376 0.4050 1.2602 -0.43 -0.06 -0.08 -0.0271
N -4.6270 -0.4761 -0.3618 0.02 1.18 0.92 -0.2930
H 3.3726 -2.3071 -3.8425 -0.25 0.55 0.00 0.3621
Cl 0.5847 0.4482 4.2359 -0.12 -0.05 1.27 1.7099
H 4.3922 -1.3744 -1.7687 0.03 -0.06 0.05 0.4450
H -1.5679 4.6513 0.3809 -0.09 -0.18 0.58 0.2638
H -0.7400 -1.0855 -0.4987 -0.10 0.13 0.11 -0.2942
H 3.0851 -2.0548 -0.7625 0.26 -0.37 -0.10 0.2173
H 2.9612 1.9682 1.9353 -0.42 -0.17 -0.35 0.2356
H -0.8736 -4.4987 2.4284 -0.47 -0.10 -0.12 0.3935
O -0.4479 0.4678 3.1998 -0.39 0.14 -0.55 -0.7612
C 2.9086 -2.5363 -2.8838 -0.23 -1.31 0.35 -0.8533
H -3.2098 -1.9387 -3.6987 -0.01 0.11 0.34 0.2390
H 0.4457 5.5930 2.5978 0.34 -0.32 -0.37 0.4082
H 1.5301 -4.5227 2.3464 -0.04 0.04 -0.08 0.4357
C -1.5294 2.8844 2.1573 0.43 -0.34 0.35 0.6328
H -4.1295 -1.2710 -5.0030 -0.19 -0.20 0.00 0.4118
O 1.0180 -0.9092 4.4151 0.14 0.19 -0.28 -0.6827
H 5.1398 2.7134 1.1749 -0.09 -0.04 0.10 0.4075
H -5.6165 -2.9840 -3.9465 0.16 -0.04 -0.01 0.3375
H 4.2672 0.7649 -0.1089 -0.03 0.01 -0.04 0.2412
O 0.0192 0.9588 5.4551 -0.02 -0.03 -0.33 -0.6957
H 3.2214 -3.5767 -2.7534 0.24 0.15 0.50 0.3983
H 2.4690 -3.1384 1.9005 -0.21 0.28 -0.30 0.3097
O -1.9734 0.3571 0.0066 -2.44 0.50 -0.22 0.5660
Fe -3.5367 0.8126 0.8173 3.08 -0.49 -1.11 0.7870
H 2.7543 -0.7082 -1.7355 0.25 0.13 -0.39 -0.0774
H 0.3614 -3.4958 0.5116 0.02 -0.12 0.09 0.3206
C 0.8123 -3.8686 -3.3839 -0.25 -0.30 -0.05 -0.0707
H 0.3939 0.1139 -2.4290 0.05 -0.28 0.15 0.2733
O 1.6698 1.3083 3.8248 0.03 -0.18 -0.42 -0.6974
H 0.0466 5.0850 0.1072 0.25 0.34 0.23 0.2296
C -5.4219 -2.3774 -1.9156 0.02 -0.86 -0.51 -0.4459
C -5.3865 -2.0547 -3.4296 -0.58 0.45 0.44 -0.5031
H -4.0985 -0.3439 -3.5717 0.38 -0.14 0.35 0.3201
H 2.1331 3.0242 0.7124 -0.08 -0.20 0.02 -0.1107
C 3.3382 -1.6379 -1.7417 -0.35 0.42 0.25 -0.5503
C 1.4979 -3.4268 2.3022 0.44 -0.85 0.76 -1.5352
C 4.2910 1.7595 -0.5649 -0.83 -0.30 0.88 -1.0398
H -0.3621 3.4023 3.7855 -0.30 0.39 0.09 0.4539
C 1.3600 -2.5721 -2.9877 0.67 0.04 -1.03 0.9387
C -0.4498 5.0785 2.2533 -1.01 0.70 1.21 -0.5508
H -1.2785 -0.5159 -2.6572 0.14 0.02 -0.24 0.1686
C -0.8015 0.0111 -0.6439 1.62 -1.43 1.36 0.8865
H -0.9520 1.2165 -2.4386 -0.04 -0.04 -0.01 0.5080
H 3.3655 1.8745 -1.1385 0.21 -0.13 -0.34 0.1809
C -2.1431 -3.3497 1.1840 0.16 -0.20 0.69 0.2281
H -1.2087 -2.8963 3.0414 -0.29 0.07 -0.11 0.3041
H -1.1827 6.2836 0.6083 0.46 0.19 0.08 0.3793
H 0.8647 -2.2897 -2.0606 0.10 0.21 0.04 -0.6045
C -0.7768 5.2907 0.7975 -0.15 -0.25 -1.21 -1.0989
C -0.6483 0.2073 -2.1437 -1.18 1.05 0.06 -1.2575
H 1.4983 -3.1082 3.3446 -0.27 0.34 -0.11 0.2857
H -6.2438 -1.3943 -3.5820 0.09 0.00 -0.37 0.3081
H -1.2178 5.5926 2.8423 -0.16 -0.17 -0.06 0.3678
N 0.3256 -4.8708 -3.6715 0.19 0.29 0.08 -0.4472
N 2.9857 4.7520 3.1709 -0.13 0.25 0.19 -0.5990